Density functional theory data (ωB97M-V/def2-TZVPD) for a cluster of 3 separate species, C28H40ClF2O11P in total.

```
! wB97M-V def2-TZVPD RIJCOSX def2/J DEFGRID3
* xyz 0 1
C 5.95827 -0.10644 0.76741
C 5.84848 -0.76921 -0.60752
C 4.43287 -1.11355 -1.05282
C 3.82329 -2.37611 -0.45618
C 3.53943 -2.34155 1.04069
C 2.29414 -1.50673 1.34758
C 0.99463 -2.31581 1.34878
C -0.21649 -1.48000 0.88513
C -1.07714 -2.12970 -0.20224
C -1.01211 -1.42508 -1.57757
C -2.29802 -0.66132 -1.91398
C -2.69532 0.37515 -0.90732
C -3.94629 0.68381 -0.51880
P -5.46177 -0.06795 -1.17197
O -6.21372 0.87080 -2.03737
C -4.18098 1.75101 0.50243
O -5.24686 2.37122 0.56238
C -3.05857 1.98855 1.45234
Cl -3.43932 2.64608 2.99131
C -1.79866 1.74538 1.07503
C -0.57473 2.01100 1.88635
C 0.14757 3.29053 1.39645
C 1.50399 2.96604 0.81506
O 1.86710 4.02980 -0.07096
C 3.10391 3.93125 -0.58502
C 3.36667 4.83973 -1.74316
O 3.96344 3.15564 -0.16282
C -1.59897 1.22144 -0.30658
O -0.61540 1.48970 -0.96886
H 5.03904 0.40519 1.02755
H 6.11849 -0.85603 1.53579
H 6.80295 0.56644 0.82090
H 6.50896 -1.62521 -0.69158
H 6.22928 -0.04791 -1.32715
H 4.47776 -1.27618 -2.12852
H 3.79002 -0.24800 -0.92463
H 2.86303 -2.52447 -0.95252
H 4.43202 -3.24045 -0.70736
H 3.33311 -3.36159 1.34887
H 4.37495 -2.01949 1.64376
H 2.23086 -0.70173 0.61858
H 2.42885 -1.05533 2.32675
H 0.83662 -2.64848 2.36326
H 1.11569 -3.18641 0.71057
H -0.81836 -1.26215 1.76233
H 0.18302 -0.54113 0.52232
H -2.11444 -2.18242 0.12230
H -0.73006 -3.14621 -0.34195
H -0.15028 -0.77374 -1.60696
H -0.93267 -2.20344 -2.32490
H -2.17124 -0.16129 -2.87076
H -3.05785 -1.41788 -2.01955
H -6.19829 -0.49767 -0.05263
H -5.10117 -1.20048 -1.91552
H 0.10429 1.17526 1.78468
H -0.82613 2.08333 2.93274
H -0.44105 3.76670 0.62061
H 0.22539 4.01142 2.20010
H 1.48465 2.04486 0.24844
H 2.21873 2.86878 1.62264
H 4.41814 5.08314 -1.73707
H 3.15897 4.31685 -2.66748
H 2.79281 5.75721 -1.70324
O 3.16935 -3.58099 3.93746
C 2.62322 -4.60598 4.15065
O 3.06391 -5.54486 5.02502
C 2.07376 -6.57386 5.11574
C 1.33884 -6.41486 3.80556
F 0.02332 -6.72469 3.91390
O 1.47268 -5.02853 3.54919
H 1.41921 -6.37806 5.96599
H 2.53830 -7.54888 5.23392
H 1.76793 -6.97669 2.97421
O -5.42745 6.16840 -5.18249
C -6.10035 5.24316 -4.88441
O -5.78157 4.32148 -3.94835
C -6.90759 3.44527 -3.77688
C -7.62942 3.61539 -5.09096
F -8.97628 3.50218 -4.95953
O -7.30760 4.94866 -5.45124
H -7.51286 3.79078 -2.93856
H -6.58751 2.42551 -3.58569
H -7.29544 2.94140 -5.88174
*
```

Output
Structure (SMILES): CCCCCCCCCCCC1=C([PH2]=O)C(=O)C(Cl)=C(CCCOC(C)=O)C1=O.O=C1OC[C@@H](F)O1.O=C1OC[C@@H](F)O1
Calculated total energy, eV: -79453.126
Frontier orbital gap, eV: 8.35
F_max, hartree/bohr: 0.0448
E_LUMO, eV: -1.813

Listed below, in e, are the Löwdin charges computed for each atom: -0.103 -0.250 -0.224 -0.201 -0.208 -0.198 -0.178 -0.189 -0.169 -0.173 -0.144 -0.111 -0.186 0.761 -0.420 -0.379 0.086 -0.519 0.784 -0.166 -0.126 -0.126 -0.178 0.015 -0.511 0.021 0.071 -0.272 0.148 0.067 0.056 0.066 0.103 0.097 0.104 0.099 0.105 0.109 0.091 0.088 0.090 0.112 0.095 0.105 0.111 0.066 0.107 0.100 0.101 0.109 0.138 0.084 0.029 0.017 0.100 0.094 0.121 0.120 0.112 0.133 0.085 0.091 0.085 0.192 -0.539 0.075 -0.051 -0.313 0.076 0.119 0.145 0.140 0.174 0.178 -0.559 0.073 -0.052 -0.313 0.070 0.126 0.148 0.099 0.171

Density functional theory data (ωB97M-V/def2-TZVPD) for the ion C9H11F2N4 with charge +1.

```
! wB97M-V def2-TZVPD RIJCOSX def2/J DEFGRID3
* xyz 1 3
C -1.61393 -0.61034 -1.41797
C -2.88714 -0.44489 -1.07448
C -0.62634 -0.18371 -0.54434
C -3.27312 0.00529 0.25084
C -1.07599 -0.01154 0.74659
C 1.78000 -1.49698 -0.52684
C 0.84061 -0.30721 -0.92562
C 2.95435 0.27874 0.13165
C 3.14557 0.74838 1.56452
N -2.27547 0.20409 1.09074
N 2.83699 -1.05062 0.03281
N -4.52740 0.09784 0.62459
N 1.60243 0.80864 -0.42975
F -0.12049 0.25645 1.71418
F 1.43113 -2.68431 -0.78781
H -1.19325 -0.81278 -2.46612
H -3.68315 -0.61679 -1.82513
H 0.79768 -0.32598 -2.07907
H 3.71320 0.57421 -0.59081
H 2.47209 0.24550 2.22618
H 3.00616 1.78105 1.66396
H 4.17770 0.50466 1.98765
H -5.37111 -0.14458 -0.04433
H -4.74966 0.57797 1.55123
H 1.67874 1.51882 -1.20095
H 0.96039 1.08808 0.32828
*
```

Output
Calculated total energy, eV: -20895.369
Energy above the lowest of the compared OMol25 structures with the same formula, charge and spin, eV: 0.000
Frontier orbital gap (spin up / spin down), eV: 5.18 / 7.93
F_max, hartree/bohr: 0.1148
E_LUMO (spin up / spin down), eV: -2.988 / -5.999

Listed below, in e, are the natural (NBO) charges computed for each atom: -0.225 -0.107 -0.146 0.202 0.495 0.676 -0.184 0.119 -0.642 -0.405 -0.438 -0.658 -0.555 -0.351 -0.237 0.231 0.228 0.242 0.224 0.243 0.226 0.267 0.435 0.438 0.456 0.464

Density functional theory data (ωB97M-V/def2-TZVPD) for the molecule C6H12O.

```
! wB97M-V def2-TZVPD RIJCOSX def2/J DEFGRID3
* xyz 0 1
C 2.36572 0.32759 -0.34869
C 1.25455 -0.21342 0.53263
O 1.77444 -0.25400 1.85009
C -0.00720 0.65267 0.48509
C -0.71881 0.59566 -0.90319
C -2.10341 0.56370 -0.38979
C -2.60252 -0.83176 -0.28462
H 2.06006 0.36454 -1.39910
H 3.25212 -0.30716 -0.26450
H 2.63571 1.33780 -0.02294
H 0.99085 -1.23060 0.19572
H 1.11030 -0.66243 2.41969
H 0.23804 1.68753 0.73868
H -0.38163 -0.30117 -1.45562
H -0.47766 1.49509 -1.47672
H -0.68601 0.30717 1.28143
H -1.86828 -1.65413 -0.36153
H -3.24494 -0.89061 -1.18263
H -3.27754 -0.98736 0.56297
*
```

Output
Calculated total energy, eV: -8460.514
Energy above the lowest of the compared OMol25 structures with the same formula, charge and spin, eV: 3.840
Frontier orbital gap, eV: 8.88
F_max, hartree/bohr: 0.0076
E_LUMO, eV: 0.587

Listed below, in e, are the natural (NBO) charges computed for each atom: -0.625 0.104 -0.715 -0.397 -0.565 0.174 -0.782 0.211 0.223 0.213 0.153 0.466 0.229 0.179 0.226 0.213 0.184 0.273 0.235

Density functional theory data (ωB97M-V/def2-TZVPD) for a cluster of 2 separate species, CH2O3S in total.

```
! wB97M-V def2-TZVPD RIJCOSX def2/J DEFGRID3
* xyz 0 1
C 0.18174 -0.06971 -0.81785
O -4.27505 0.88927 0.92242
O -3.33035 -1.22156 0.14784
O -0.84820 0.49837 -1.12002
S -3.69176 0.10893 -0.17565
H 0.30621 -0.91017 -0.10904
H 1.28854 0.20572 -0.88027
*
```

Output
Calculated total energy, eV: -18045.330
Energy above the lowest of the compared OMol25 structures with the same formula, charge and spin, eV: 0.523
Frontier orbital gap, eV: 9.87
F_max, hartree/bohr: 0.0577
E_LUMO, eV: -0.775

Listed below, in e, are the natural (NBO) charges computed for each atom: 0.298 -0.831 -0.836 -0.509 1.665 0.103 0.110

Density functional theory data (ωB97M-V/def2-TZVPD) for the ion C5H10NO with charge -1.

```
! wB97M-V def2-TZVPD RIJCOSX def2/J DEFGRID3
* xyz -1 1
N 2.85290 -1.01434 0.50060
C 1.93888 -0.17708 -0.19222
C 0.80261 0.29378 0.29030
C -0.21356 1.02962 -0.52950
C -1.48744 0.20710 -0.77056
C -2.17992 -0.40299 0.48000
O -3.40223 -0.86979 0.25142
H 3.76448 -0.58507 0.60113
H 2.54002 -1.33223 1.41178
H 2.24490 0.06030 -1.20649
H 0.58623 0.12446 1.33971
H -0.50145 1.96958 -0.05595
H 0.23597 1.23056 -1.50725
H -1.32090 -0.61005 -1.48416
H -2.26513 0.79072 -1.28255
H -2.14597 0.43700 1.25714
H -1.44939 -1.15157 0.89659
*
```

Output
Structure (SMILES): N/C=C/CCC[O-]
Calculated total energy, eV: -8883.573
Energy above the lowest of the compared OMol25 structures with the same formula, charge and spin, eV: 0.545
Frontier orbital gap, eV: 5.74
F_max, hartree/bohr: 0.0147
E_LUMO, eV: 3.651

Listed below, in e, are the natural (NBO) charges computed for each atom: -0.841 -0.052 -0.213 -0.432 -0.427 0.011 -0.947 0.349 0.362 0.166 0.192 0.195 0.182 0.175 0.189 0.034 0.059

Density functional theory data (ωB97M-V/def2-TZVPD) for the molecule C12H12N2S.

```
! wB97M-V def2-TZVPD RIJCOSX def2/J DEFGRID3
* xyz 0 1
C -1.21125 2.40119 -1.19322
C -1.21290 0.88579 -1.19154
C -0.92038 0.25347 -2.45677
N -0.97842 -0.25128 -3.48280
C -0.23507 0.11009 -0.30086
C 0.97202 0.48980 0.30164
C 1.79851 1.66682 0.15417
C 3.02722 1.77309 0.72739
C 3.57271 0.66527 1.45191
C 2.77899 -0.39135 1.78750
C 1.45479 -0.59230 1.18661
N 0.67881 -1.62281 1.36006
C -0.63717 -1.24518 0.30341
C -0.81699 -2.34868 -0.64900
S -2.10353 -1.05286 1.40316
H -1.99236 2.59142 -1.91836
H -1.60903 2.73081 -0.25051
H -0.38887 2.97500 -1.53018
H -2.29428 0.52770 -0.94351
H 1.36147 2.62637 -0.28154
H 3.71010 2.54511 0.40908
H 4.45298 0.73043 1.98659
H 3.22885 -1.20460 2.41445
H -1.94962 -2.51069 -0.86866
H -0.51097 -3.37793 -0.17470
H -0.16732 -2.26557 -1.49327
H -2.17727 -2.25050 1.73703
*
```

Output
Structure (SMILES): C[C@@H](C#N)C1=c2ccccc2=N[C@@]1(C)S
Calculated total energy, eV: -26450.737
Energy above the lowest of the compared OMol25 structures with the same formula, charge and spin, eV: 3.354
Frontier orbital gap (spin up / spin down), eV: 7.28 / 7.28
F_max, hartree/bohr: 0.0815
E_LUMO (spin up / spin down), eV: -1.022 / -1.022

Listed below, in e, are the natural (NBO) charges computed for each atom: -0.593 -0.363 0.282 -0.304 0.074 -0.114 -0.178 -0.208 -0.199 -0.191 0.165 -0.352 -0.023 -0.677 0.013 0.225 0.227 0.226 0.276 0.216 0.221 0.214 0.226 0.238 0.244 0.239 0.115